Density functional theory data (ωB97M-V/def2-TZVPD) for 8 unconnected molecules or ions with the total composition C44H109N7O4S in a non-equilibrium geometry.

LUMO level (alpha / beta) = -2.319 / -6.858 eV
Maximum force = 0.0793 hartree/bohr
Spin multiplicity = 2
Net charge = +1
Energy = -2823.73917 Eh

Each atom is followed by the atoms it is bonded to, with distances in Å.
Geometry (Å):
1 C 22.720 -23.919 0.110  C2 1.558, H8 1.090, H9 1.090, H10 1.090
2 C 23.836 -22.998 -0.469  C1 1.558, N3 1.463, H11 1.090, H12 1.090
3 N 23.237 -21.998 -1.354  C2 1.463, C4 1.537, C6 1.465
4 C 24.298 -21.477 -2.336  N3 1.537, C5 1.541, H13 1.090, H14 1.090
5 C 25.570 -20.880 -1.702  C4 1.541, H15 1.090, H16 1.090, H17 1.090
6 C 22.629 -20.850 -0.675  N3 1.465, C7 1.533, H18 1.090, H19 1.090
7 C 21.545 -20.181 -1.528  C6 1.533, H20 1.090, H21 1.090, H22 1.090
8 H 22.432 -24.537 -0.740  C1 1.090
9 H 21.811 -23.424 0.453  C1 1.090
10 H 23.089 -24.595 0.881  C1 1.090
11 H 24.405 -22.473 0.299  C2 1.090
12 H 24.406 -23.676 -1.104  C2 1.090
13 H 24.632 -22.328 -2.929  C4 1.090
14 H 23.883 -20.709 -2.988  C4 1.090
15 H 26.020 -21.516 -0.940  C5 1.090
16 H 26.323 -20.691 -2.467  C5 1.090
17 H 25.304 -19.905 -1.292  C5 1.090
18 H 23.339 -20.116 -0.295  C6 1.090
19 H 22.263 -21.190 0.293  C6 1.090
20 H 20.902 -19.444 -1.045  C7 1.090
21 H 20.844 -20.922 -1.912  C7 1.090
22 H 22.011 -19.749 -2.414  C7 1.090
23 C 19.077 -30.284 -0.859  C24 1.570, H30 1.090, H31 1.090, H32 1.090
24 C 19.172 -31.728 -1.469  C23 1.570, N25 1.519, H33 1.090, H34 1.090
25 N 19.969 -32.595 -0.508  C24 1.519, C26 1.484, C28 1.497
26 C 19.665 -34.048 -0.525  N25 1.484, C27 1.552, H35 1.090, H36 1.090
27 C 18.193 -34.390 -0.174  C26 1.552, H37 1.090, H38 1.090, H39 1.090
28 C 21.446 -32.369 -0.605  N25 1.497, C29 1.536, H40 1.090, H41 1.090
29 C 22.079 -32.714 -1.961  C28 1.536, H42 1.090, H43 1.090, H44 1.090
30 H 18.535 -29.687 -1.591  C23 1.090
31 H 19.992 -29.735 -0.635  C23 1.090
32 H 18.371 -30.298 -0.028  C23 1.090
33 H 18.254 -32.276 -1.681  C24 1.090
34 H 19.669 -31.623 -2.433  C24 1.090
35 H 19.844 -34.491 -1.504  C26 1.090
36 H 20.337 -34.510 0.198  C26 1.090
37 H 18.000 -35.403 -0.526  C27 1.090
38 H 18.036 -34.243 0.894  C27 1.090
39 H 17.476 -33.816 -0.762  C27 1.090
40 H 21.916 -33.018 0.134  C28 1.090
41 H 21.651 -31.366 -0.231  C28 1.090
42 H 21.771 -32.127 -2.827  C29 1.090
43 H 22.067 -33.775 -2.210  C29 1.090
44 H 23.157 -32.564 -1.911  C29 1.090
45 C 18.606 -20.601 1.334  C46 1.551, H52 1.090, H53 1.090, H54 1.090
46 C 17.217 -20.900 1.956  C45 1.551, N47 1.477, H55 1.090, H56 1.090
47 N 17.061 -22.162 2.706  C46 1.477, C48 1.449, C50 1.456
48 C 15.695 -22.239 3.184  N47 1.449, C49 1.533, H57 1.090, H58 1.090
49 C 14.649 -22.340 2.067  C48 1.533, H59 1.090, H60 1.090, H61 1.090
50 C 18.063 -22.268 3.757  N47 1.456, C51 1.557, H62 1.090, H63 1.090
51 C 17.927 -21.231 4.910  C50 1.557, H64 1.090, H65 1.090, H66 1.090
52 H 18.921 -21.514 0.829  C45 1.090
53 H 19.199 -20.365 2.218  C45 1.090
54 H 18.654 -19.661 0.783  C45 1.090
55 H 16.836 -20.008 2.453  C46 1.090
56 H 16.539 -20.923 1.103  C46 1.090
57 H 15.613 -23.129 3.809  C48 1.090
58 H 15.499 -21.395 3.845  C48 1.090
59 H 14.438 -21.374 1.608  C49 1.090
60 H 14.874 -23.093 1.312  C49 1.090
61 H 13.701 -22.703 2.464  C49 1.090
62 H 19.011 -22.025 3.276  C50 1.090
63 H 18.190 -23.282 4.137  C50 1.090
64 H 17.537 -20.262 4.598  C51 1.090
65 H 18.928 -20.985 5.266  C51 1.090
66 H 17.175 -21.636 5.587  C51 1.090
67 C 21.920 -25.947 3.579  C68 1.525, H74 1.090, H75 1.090, H76 1.090
68 C 23.190 -25.175 3.923  C67 1.525, N69 1.435, H77 1.090, H78 1.090
69 N 22.925 -23.879 4.479  C68 1.435, C70 1.494, C72 1.465
70 C 24.153 -23.315 5.118  N69 1.494, C71 1.525, H79 1.090, H80 1.090
71 C 25.279 -23.027 4.131  C70 1.525, H81 1.090, H82 1.090, H83 1.090
72 C 22.405 -22.975 3.451  N69 1.465, C73 1.510, H84 1.090, H85 1.090
73 C 22.005 -21.598 3.924  C72 1.510, H86 1.090, H87 1.090, H88 1.090
74 H 21.108 -25.766 4.283  C67 1.090
75 H 22.174 -27.006 3.542  C67 1.090
76 H 21.384 -25.683 2.667  C67 1.090
77 H 23.769 -25.770 4.629  C68 1.090
78 H 23.772 -25.106 3.003  C68 1.090
79 H 24.500 -24.032 5.863  C70 1.090
80 H 23.910 -22.484 5.780  C70 1.090
81 H 25.616 -23.950 3.659  C71 1.090
82 H 26.169 -22.805 4.721  C71 1.090
83 H 25.131 -22.168 3.477  C71 1.090
84 H 22.995 -22.867 2.541  C72 1.090
85 H 21.531 -23.447 3.001  C72 1.090
86 H 22.867 -20.931 3.965  C73 1.090
87 H 21.434 -21.127 3.124  C73 1.090
88 H 21.403 -21.595 4.832  C73 1.090
89 C 19.016 -28.516 3.451  C90 1.535, H96 1.090, H97 1.090, H98 1.090
90 C 18.039 -28.747 4.612  C89 1.535, N91 1.455, H99 1.090, H100 1.090
91 N 17.469 -30.085 4.621  C90 1.455, C92 1.462, C94 1.535
92 C 16.555 -30.225 5.753  N91 1.462, C93 1.571, H101 1.090, H102 1.090
93 C 17.221 -29.951 7.150  C92 1.571, H103 1.090, H104 1.090, H105 1.090
94 C 16.738 -30.434 3.316  N91 1.535, C95 1.539, H106 1.090, H107 1.090
95 C 15.349 -29.798 3.131  C94 1.539, H108 1.090, H109 1.090, H110 1.090
96 H 18.497 -28.291 2.520  C89 1.090
97 H 19.662 -29.366 3.231  C89 1.090
98 H 19.649 -27.636 3.566  C89 1.090
99 H 18.663 -28.747 5.505  C90 1.090
100 H 17.363 -27.893 4.658  C90 1.090
101 H 15.773 -29.466 5.750  C92 1.090
102 H 16.124 -31.224 5.689  C92 1.090
103 H 16.813 -30.569 7.949  C93 1.090
104 H 18.254 -30.294 7.081  C93 1.090
105 H 17.271 -28.888 7.383  C93 1.090
106 H 16.642 -31.516 3.228  C94 1.090
107 H 17.421 -30.133 2.522  C94 1.090
108 H 15.357 -28.723 3.312  C95 1.090
109 H 14.777 -30.179 3.977  C95 1.090
110 H 14.696 -29.958 2.273  C95 1.090
111 C 13.757 -24.387 -8.913  C112 1.525, H118 1.090, H119 1.090, H120 1.090
112 C 13.607 -24.273 -7.400  C111 1.525, N113 1.441, H121 1.090, H122 1.090
113 N 14.467 -25.227 -6.745  C112 1.441, C114 1.526, C116 1.478
114 C 14.073 -26.674 -7.026  N113 1.526, C115 1.519, H123 1.090, H124 1.090
115 C 12.695 -27.105 -6.553  C114 1.519, H125 1.090, H126 1.090, H127 1.090
116 C 14.623 -25.085 -5.283  N113 1.478, C117 1.512, H128 1.090, H129 1.090
117 C 15.750 -25.889 -4.676  C116 1.512, H130 1.090, H131 1.090, H132 1.090
118 H 13.431 -25.383 -9.212  C111 1.090
119 H 14.779 -24.188 -9.237  C111 1.090
120 H 13.165 -23.659 -9.467  C111 1.090
121 H 13.850 -23.242 -7.145  C112 1.090
122 H 12.587 -24.414 -7.043  C112 1.090
123 H 14.101 -26.968 -8.075  C114 1.090
124 H 14.823 -27.351 -6.618  C114 1.090
125 H 12.596 -28.108 -6.138  C115 1.090
126 H 12.355 -26.523 -5.697  C115 1.090
127 H 12.011 -26.999 -7.395  C115 1.090
128 H 13.652 -25.186 -4.798  C116 1.090
129 H 14.980 -24.073 -5.092  C116 1.090
130 H 15.711 -26.974 -4.779  C117 1.090
131 H 15.805 -25.842 -3.589  C117 1.090
132 H 16.742 -25.546 -4.968  C117 1.090
133 C 15.225 -21.992 -1.984  C134 1.510, H140 1.090, H141 1.090, H142 1.090
134 C 16.649 -21.615 -2.316  C133 1.510, N135 1.445, H143 1.090, H144 1.090
135 N 16.783 -20.720 -3.443  C134 1.445, C136 1.465, C138 1.434
136 C 16.348 -19.343 -3.195  N135 1.465, C137 1.547, H145 1.090, H146 1.090
137 C 17.397 -18.463 -2.474  C136 1.547, H147 1.090, H148 1.090, H149 1.090
138 C 17.956 -20.985 -4.224  N135 1.434, C139 1.551, H150 1.090, H151 1.090
139 C 18.022 -20.344 -5.636  C138 1.551, H152 1.090, H153 1.090, H154 1.090
140 H 15.188 -22.711 -1.165  C133 1.090
141 H 14.737 -22.447 -2.846  C133 1.090
142 H 14.549 -21.185 -1.701  C133 1.090
143 H 17.101 -21.212 -1.410  C134 1.090
144 H 17.156 -22.571 -2.449  C134 1.090
145 H 15.914 -18.877 -4.080  C136 1.090
146 H 15.480 -19.420 -2.540  C136 1.090
147 H 17.877 -19.038 -1.682  C137 1.090
148 H 18.044 -17.981 -3.207  C137 1.090
149 H 16.880 -17.650 -1.966  C137 1.090
150 H 17.850 -22.059 -4.377  C138 1.090
151 H 18.843 -20.800 -3.618  C138 1.090
152 H 17.067 -20.411 -6.156  C139 1.090
153 H 18.778 -20.885 -6.206  C139 1.090
154 H 18.310 -19.303 -5.491  C139 1.090
155 C 17.453 -24.548 0.009  C156 1.562, O161 1.368, H162 1.090, H163 1.090
156 C 18.518 -25.355 0.818  C155 1.562, O157 1.372, H164 1.090, H165 1.090
157 O 19.065 -26.086 -0.206  C156 1.372, S158 1.665
158 S 17.853 -26.789 -1.107  O157 1.665, O159 1.466, O160 1.482, O161 1.627
159 O 17.251 -27.917 -0.391  S158 1.466
160 O 18.330 -26.997 -2.495  S158 1.482
161 O 17.005 -25.409 -0.955  C155 1.368, S158 1.627
162 H 17.899 -23.711 -0.527  C155 1.090
163 H 16.608 -24.067 0.500  C155 1.090
164 H 18.023 -26.094 1.449  C156 1.090
165 H 19.241 -24.670 1.261  C156 1.090